[1]
Formula: C6H10N2
Source: the Open Molecules 2025 dataset
Level of theory: wB97M-V/def2-TZVPD

Values from the calculation:
- Frontier orbital gap: 10.39 eV
- Total charge: 0
- E_LUMO: 0.814 eV
- SMILES: [H]/N=C(\C)C(=C)C.C#N

CARTESIAN COORDINATES (ANGSTROEM)
H: 2.0307 1.1391 -1.1247
H: 0.4543 -1.7274 2.3176
H: -1.8564 -1.5502 1.0466
N: 0.0714 -1.4723 -2.9213
C: -0.2062 -0.4376 0.7168
N: 1.5777 0.3925 -0.5498
H: 1.5293 -0.2893 1.9808
C: -0.2127 1.9671 -0.1086
H: -0.8936 2.2445 -0.9713
H: 0.9593 -1.2639 -1.1078
H: 0.6625 2.5452 -0.0644
C: 0.7268 -0.9064 1.6121
C: 0.4593 0.7250 -0.0386
C: 0.6515 -1.4307 -1.9319
C: -1.5655 -0.8854 0.3492
H: -1.5880 -1.1643 -0.7207
H: -2.1352 0.0127 0.5672
H: -0.6654 2.1015 0.9489

Forces on atoms 1 to 2 (eV/Å):
H -0.52 -0.32 0.71
H 0.22 0.43 -0.74

***

[2]
Formula: C11H21N2OS
Source: the Open Molecules 2025 dataset
Level of theory: wB97M-V/def2-TZVPD

Values from the calculation:
- Frontier orbital gap: 3.91 eV
- Total charge: -1
- E_LUMO: 2.834 eV

CARTESIAN COORDINATES (ANGSTROEM)
O: 0.3022 -0.0722 -3.0088
C: 4.2628 -2.1001 -2.8986
H: -0.5518 -1.8919 1.1308
H: -1.1270 0.1848 -0.1244
C: -1.1296 0.7443 3.3207
C: 3.4870 -1.0788 -3.6879
H: -3.8175 2.9811 3.4089
S: 2.4527 0.3632 -1.4764
N: 0.5144 -1.5674 -1.3990
H: -2.0012 -1.6937 2.1333
C: -0.6974 -0.9630 -3.0564
H: -2.5484 0.4195 0.8658
H: -0.6207 1.8565 1.5428
H: -2.8026 1.0751 4.6198
H: -3.2616 0.5877 3.0046
C: -2.7902 2.6802 3.1945
C: -2.5623 1.2166 3.5618
H: -1.0290 -0.2805 3.6878
H: 3.9762 -0.9077 -4.6542
H: -2.6099 2.8603 2.1342
H: 5.1839 -1.6636 -2.4954
H: 2.4951 -1.4774 -3.9173
C: 1.0393 -0.5181 -1.9491
H: 3.6572 -2.5307 -2.1021
C: -1.5267 0.0244 0.8787
H: 0.3604 0.4383 1.8086
H: -2.1480 -1.9934 0.4020
C: 3.3273 0.3297 -3.0796
H: -0.4503 1.3497 3.9305
H: -2.1244 3.3316 3.7650
C: -0.6662 0.8116 1.8645
N: -0.6428 -1.8540 -2.1264
H: 4.3135 0.7430 -2.9041
C: -1.5584 -1.4746 1.1579
H: 2.7626 1.0020 -3.7325
H: -1.4684 -0.9325 -3.8000

Forces on atoms 1 to 2 (eV/Å):
O -0.15 -0.01 -0.29
C -0.12 0.03 -0.31

***

[3]
Formula: C44H60NO4P2SiW
Source: the Open Molecules 2025 dataset
Level of theory: wB97M-V/def2-TZVPD

Values from the calculation:
- Frontier orbital gap (alpha / beta): 5.43 / 5.34 eV
- Total charge: +3
- 2S+1: 3
- E_LUMO (alpha / beta): -11.389 / -11.455 eV

CARTESIAN COORDINATES (ANGSTROEM)
C: 11.7127 9.4371 19.6361
H: 11.9132 9.2791 20.7161
C: 7.8658 8.6864 15.9493
C: 11.2522 5.7937 14.2218
C: 10.7043 10.4699 17.7775
C: 9.5568 4.7825 20.6365
H: 6.7647 10.5759 16.1966
C: 9.8626 0.1595 19.5438
H: 7.5414 8.9154 12.5612
H: 7.4994 8.0428 16.7826
C: 6.7106 8.7439 13.2418
C: 6.7135 9.6502 15.6233
H: 10.7895 3.7841 22.1043
H: 7.5150 10.5996 13.9042
C: 9.5914 0.7426 17.0582
C: 10.9073 10.4589 19.1789
C: 10.4192 1.6426 19.5570
C: 5.2678 3.8015 15.9227
H: 12.0446 5.5664 14.9579
H: 7.5857 6.0464 23.7639
C: 7.6501 6.0322 21.5991
H: 11.0924 6.8890 14.3811
H: 6.9748 6.5303 13.3448
H: 4.5262 3.3919 15.3056
P: 10.3431 4.4380 18.9815
C: 11.6876 5.5135 12.7722
C: 9.2355 4.4073 13.3477
C: 12.8016 3.6717 20.2280
H: 10.4631 1.9992 20.5854
C: 14.3216 3.5654 20.0543
H: 9.0483 8.1350 14.2113
H: 9.0084 0.4013 16.1887
C: 12.7443 4.3126 17.7236
H: 13.3781 5.1449 17.4345
C: 11.1313 9.4076 16.9682
H: 15.1951 2.1391 18.6725
C: 9.4243 2.2561 17.2530
C: 7.0680 5.1811 17.5781
H: 6.8139 6.6795 21.4405
H: 10.7466 -0.4762 19.6943
H: 8.5917 2.7356 19.1872
H: 5.9198 4.3560 19.2222
H: 5.7603 9.2225 15.9616
C: 6.3481 4.5280 15.3284
C: 8.2085 7.7033 14.8353
C: 6.9251 7.4531 13.9953
H: 6.0693 7.2713 14.6924
H: 12.4970 2.6139 20.2117
H: 10.3253 10.4916 14.2005
C: 9.6069 2.6792 18.7378
H: 11.4537 1.5623 19.1627
H: 8.4791 3.7081 13.6246
H: 12.0774 3.9463 11.3617
H: 11.0975 6.1841 12.0531
C: 6.0374 4.3954 18.1503
H: 12.0776 3.3781 13.0727
H: 12.6511 4.0050 21.2399
H: 10.1831 2.7404 16.6081
H: 14.3486 6.5934 20.0374
C: 12.1278 8.3978 18.7403
H: 8.7424 9.2281 16.3590
C: 11.0146 9.4755 15.5237
C: 8.3797 5.5512 20.4659
H: 9.1890 0.0029 20.3955
H: 9.4203 4.5620 24.0140
H: 5.7376 10.5673 14.0311
H: 14.0188 2.8091 16.6427
H: 14.8152 4.5027 20.2636
H: 15.5425 3.7988 18.2324
H: 9.9403 2.5728 12.5169
C: 9.1273 -0.1548 18.2144
H: 8.4356 2.5955 16.9432
H: 9.2948 -1.1987 17.8835
H: 12.7329 5.8669 12.6769
H: 6.1482 7.6368 19.0252
C: 9.1402 4.8090 23.0386
C: 7.1920 7.8531 19.1531
N: 11.4338 8.1762 17.5792
C: 9.9491 5.0016 14.5728
H: 10.6120 0.4960 16.8588
H: 14.7848 2.9323 20.7895
C: 5.1895 3.7163 17.3072
P: 8.8044 6.1210 15.6285
Si: 8.1775 6.2360 18.7065
C: 12.1563 4.5459 19.1701
H: 4.3910 3.1225 17.7661
C: 14.7645 3.1341 18.6356
H: 12.3146 5.5637 19.5394
H: 8.6925 5.2045 12.8455
O: 13.4880 7.0510 19.9200
C: 9.9147 4.3933 21.9611
H: 6.4049 4.6312 14.2509
C: 10.1074 3.6285 12.3233
C: 13.5510 3.0116 17.6499
W: 10.2320 6.5527 17.4702
H: 10.4881 11.2580 19.8013
C: 13.4850 7.7772 18.6996
H: 7.6199 8.6455 18.5775
C: 7.3243 5.1209 16.1675
H: 5.7977 8.6291 12.6156
O: 11.3090 8.6894 14.6346
H: 8.0379 0.0278 18.2902
H: 10.1560 4.1504 15.2299
C: 6.6281 10.0014 14.1797
C: 8.0640 5.6371 22.8733
H: 13.0016 2.0958 17.9143
H: 11.9581 4.2288 16.9977
H: 9.6479 3.8364 11.3569
O: 10.3811 10.6620 15.1640
H: 10.1682 11.3223 17.3127
O: 14.3356 7.6410 17.8397
C: 11.5775 4.0359 12.3443
H: 7.3740 8.0195 20.1858

Forces on atoms 1 to 2 (eV/Å):
C 0.46 -1.51 0.72
H 0.65 0.54 -0.87

***

[4]
Formula: C11H8MoNO7S3
Source: the Open Molecules 2025 dataset
Level of theory: wB97M-V/def2-TZVPD

Values from the calculation:
- Frontier orbital gap (alpha / beta): 6.59 / 7.49 eV
- Total charge: +1
- 2S+1: 3
- E_LUMO (alpha / beta): -5.141 / -4.597 eV

CARTESIAN COORDINATES (ANGSTROEM)
C: 0.3060 0.4588 -4.1355
S: 2.4033 -0.3537 -1.3818
O: 0.9637 -0.6277 -2.1003
C: 0.2489 0.3785 -2.7574
Mo: 0.4172 0.6040 0.7650
S: 2.2912 2.8818 -0.5974
H: 0.9494 -0.2220 -4.6763
H: -1.7650 -4.2643 4.0225
H: -1.5775 -3.1752 1.7552
C: -1.3685 2.1580 -2.6924
C: -0.5822 1.2253 -2.0326
H: -1.9165 2.9724 -4.5872
C: -0.4712 1.3981 -4.7924
O: 1.6955 2.2199 0.6140
O: 1.3075 3.4521 -1.4472
O: 2.6763 1.0889 -1.6744
O: -0.6506 1.1178 -0.6712
C: -1.2425 -3.3278 3.9010
H: -0.4284 1.4664 -5.8703
C: -0.6501 -2.6678 4.9845
H: 0.4850 -0.9531 5.6041
S: 0.9731 0.5218 3.1530
O: -0.4713 -1.0928 1.2569
H: -2.0091 2.8057 -2.1098
C: -1.3075 2.2435 -4.0710
N: -0.5044 -1.5926 2.5047
O: 1.9819 -0.4513 0.1012
C: -1.1579 -2.7662 2.6613
C: 0.0120 -1.4812 4.7892
H: -0.7101 -3.0938 5.9764
C: 0.1015 -0.9237 3.5082

Forces on atoms 1 to 2 (eV/Å):
C 0.00 0.00 0.00
S 0.07 0.17 -0.09

***

[5]
Formula: H3N2O2
Source: the Open Molecules 2025 dataset
Level of theory: wB97M-V/def2-TZVPD

Values from the calculation:
- Frontier orbital gap (alpha / beta): 7.27 / 6.59 eV
- Total charge: -1
- E_LUMO (alpha / beta): 5.231 / 5.240 eV

CARTESIAN COORDINATES (ANGSTROEM)
O: 0.8672 -0.1092 -0.0270
N: -0.6580 0.3207 -1.1475
H: 0.1087 0.7472 1.5171
H: -0.0192 0.6673 -1.8409
N: 0.4888 -0.1451 1.1497
O: 0.4574 -1.0940 1.9883
H: -1.2449 -0.3868 -1.6398

Forces on atoms 1 to 2 (eV/Å):
O 1.29 -1.01 0.83
N -2.49 0.03 -0.91

***

[6]
Formula: C3H4N2O
Source: the Open Molecules 2025 dataset
Level of theory: wB97M-V/def2-TZVPD

Values from the calculation:
- Frontier orbital gap: 9.41 eV
- Total charge: 0
- E_LUMO: 0.244 eV

CARTESIAN COORDINATES (ANGSTROEM)
N: -1.3400 -0.8725 0.1597
C: 0.9958 -0.6478 0.2708
C: 0.3403 0.5588 -0.1556
O: 0.8761 1.6126 -0.8239
H: 0.5673 0.5801 1.0323
H: 1.7767 1.3405 -1.0533
N: -1.0327 0.3387 -0.2840
H: -0.2264 -2.4761 0.8249
C: -0.1956 -1.4477 0.4829
H: -1.7615 1.0134 -0.4537

Forces on atoms 1 to 2 (eV/Å):
N 0.22 -0.01 0.02
C -0.31 0.20 0.06